# 1
Formula: C2H2IrO2
Source: the OMol25 dataset
Level of theory: the ωB97M-V functional and the def2-TZVPD basis

## Properties
- ⟨S²⟩ = 8.7634
- energy relative to the best compared isomer or geometry (same formula, charge and spin) (kcal per mole) = 0.0
- molar mass (g/mol) = 250.3
- total charge = +2
- spin multiplicity = 6
- LUMO level (alpha / beta) (Eh) = -0.490 / -0.564

Each line ends with the Mulliken spin population.
Cartesian coordinates (Å):
Ir: -1.3626 1.5745 0.6783  3.20
O: -0.2591 0.9594 -0.7202  0.72
O: -0.6341 -0.3295 1.5770  0.14
C: 0.4506 -0.1874 -0.5567  0.18
C: 0.1287 -0.8215 0.7876  0.71
H: 1.5527 -0.0949 -0.6066  0.02
H: 0.1238 -1.1006 -1.1594  0.03


# 2
Formula: C2H2Li2NaO2
Source: the OMol25 dataset
Level of theory: the ωB97M-V functional and the def2-TZVPD basis

## Properties
- ⟨S²⟩ = 0.7508
- energy relative to the best compared isomer or geometry (same formula, charge and spin) (kcal per mole) = 26.8
- molar mass (g/mol) = 94.9
- spin multiplicity = 2
- LUMO level (alpha / beta) (Eh) = -0.038 / -0.042

Each line ends with the Mulliken spin population.
Cartesian coordinates (Å):
Na: 0.1639 -0.3749 2.0551  0.67
O: -0.4702 1.7586 -0.0648  -0.01
O: 0.4179 -1.5998 -0.1866  -0.08
C: 0.2218 0.7476 -0.5809  0.02
C: -0.2364 -0.5369 -0.6705  -0.10
Li: 2.0448 -2.8341 0.3598  0.46
Li: -2.1292 2.6481 0.3048  0.02
H: -1.3345 -0.6573 -0.7371  0.00
H: 1.3220 0.8488 -0.4798  0.02


# 3
Formula: C2H2LiO2Sc
Source: the OMol25 dataset
Level of theory: the ωB97M-V functional and the def2-TZVPD basis

## Properties
- energy relative to the best compared isomer or geometry (same formula, charge and spin) (kcal per mole) = 0.0
- molar mass (g/mol) = 109.9
- total charge = +2
- LUMO level (Eh) = -0.368

Each line ends with the Mulliken charge.
Cartesian coordinates (Å):
Sc: 0.5570 -0.5981 0.6346  1.75
O: 1.9018 0.3662 -0.2623  -0.82
O: -1.4702 0.0462 0.4707  -0.57
C: -2.2031 0.7950 -0.0909  0.73
C: -2.5240 1.7250 -0.9600  -0.62
Li: 3.2962 0.6084 -1.2135  0.91
H: -2.6995 2.7383 -0.5914  0.31
H: -3.0295 1.4195 -1.8789  0.32


# 4
Formula: C2H2N2
Source: the OMol25 dataset
Level of theory: the ωB97M-V functional and the def2-TZVPD basis

## Properties
- SMILES = C=NC#N
- energy relative to the best compared isomer or geometry (same formula, charge and spin) (kcal per mole) = 48.3
- molar mass (g/mol) = 54.1
- LUMO level (Eh) = 0.002

Each line ends with the Mulliken charge.
Cartesian coordinates (Å):
N: -1.1837 -1.0047 -0.0022  -0.26
N: -3.7819 0.3544 -0.0350  -0.35
C: -0.1545 -0.2900 -0.0069  -0.16
C: -2.7756 -0.2333 0.0422  0.22
H: -0.0936 0.7269 0.2021  0.26
H: 0.6877 -0.7934 -0.2513  0.30


# 5
Formula: C2H2N2
Source: the OMol25 dataset
Level of theory: the ωB97M-V functional and the def2-TZVPD basis

## Properties
- ⟨S²⟩ = 2.0060
- energy relative to the best compared isomer or geometry (same formula, charge and spin) (kcal per mole) = 49.3
- molar mass (g/mol) = 54.1
- spin multiplicity = 3
- LUMO level (alpha / beta) (Eh) = 0.023 / -0.086

Each line ends with the Mulliken spin population.
Cartesian coordinates (Å):
N: -0.2113 1.6090 0.3064  0.19
N: -0.6148 -0.7174 0.8536  0.21
C: -0.1212 0.4191 0.2964  0.21
C: 0.1026 -0.9392 -0.2351  0.36
H: 1.6038 -2.4107 -2.2452  0.97
H: -0.7590 2.0393 1.0239  0.05


# 6
Formula: C2H2N2O
Source: the OMol25 dataset
Level of theory: the ωB97M-V functional and the def2-TZVPD basis

## Properties
- energy relative to the best compared isomer or geometry (same formula, charge and spin) (kcal per mole) = 84.4
- molar mass (g/mol) = 70.1
- LUMO level (Eh) = 0.006

Each line ends with the Mulliken charge.
Cartesian coordinates (Å):
O: 5.3313 -1.3570 -0.0208  -0.39
N: 2.0647 1.9356 -0.0332  -0.63
N: 2.9862 1.3187 0.0342  0.57
C: 4.6748 -0.4155 0.0531  0.61
C: 4.0106 0.6285 0.0035  -0.15
H: 0.7965 -1.3630 0.4615  0.17
H: 1.2054 -0.7495 0.7967  -0.17


# 7
Formula: C2H2N2O
Source: the OMol25 dataset
Level of theory: the ωB97M-V functional and the def2-TZVPD basis

## Properties
- SMILES = N#C/C=N/O
- energy relative to the best compared isomer or geometry (same formula, charge and spin) (kcal per mole) = 99.7
- molar mass (g/mol) = 70.1
- LUMO level (Eh) = -0.016

Each line ends with the Mulliken charge.
Cartesian coordinates (Å):
O: -0.7684 1.2987 0.7850  -0.35
N: 1.7960 -1.8082 -0.9472  -0.41
N: 0.1423 0.2740 0.6780  -0.28
C: 0.7279 -1.1350 -1.0270  0.31
C: -0.2386 -0.1433 -0.4972  -0.12
H: -0.4270 1.4015 1.7752  0.42
H: -1.2321 0.1122 -0.7670  0.43


# 8
Formula: C2H2N2O
Source: the OMol25 dataset
Level of theory: the ωB97M-V functional and the def2-TZVPD basis

## Properties
- SMILES = N#CC(N)=O
- energy relative to the best compared isomer or geometry (same formula, charge and spin) (kcal per mole) = 4.6
- molar mass (g/mol) = 70.1
- LUMO level (Eh) = 0.012

Each line ends with the Mulliken charge.
Cartesian coordinates (Å):
O: 1.1377 0.4558 -0.9798  -0.51
N: -0.9454 -1.9309 0.1704  -0.33
N: -0.2103 1.3793 0.6492  -0.42
C: 0.2720 0.4010 -0.1266  0.53
C: -0.3822 -0.9176 0.0948  0.18
H: 0.3890 2.2197 0.7822  0.28
H: -0.7395 1.0936 1.5106  0.28


# 9
Formula: C2H2N2O
Source: the OMol25 dataset
Level of theory: the ωB97M-V functional and the def2-TZVPD basis

## Properties
- SMILES = N#CC(N)=O
- energy relative to the best compared isomer or geometry (same formula, charge and spin) (kcal per mole) = 10.0
- molar mass (g/mol) = 70.1
- LUMO level (Eh) = 0.017

Each line ends with the Mulliken charge.
Cartesian coordinates (Å):
O: 0.5312 1.6153 -0.0036  -0.49
N: 2.1690 -1.1883 -0.0616  -0.33
N: -1.0969 -0.0198 0.0009  -0.37
C: 1.2162 -0.5731 0.1087  0.14
C: 0.1292 0.4712 0.0612  0.57
H: -1.2368 -0.9184 0.3588  0.23
H: -1.7119 0.6130 -0.4643  0.25


# 10
Formula: C2H2N2O
Source: the OMol25 dataset
Level of theory: the ωB97M-V functional and the def2-TZVPD basis

## Properties
- SMILES = C#CO.N#N
- energy relative to the best compared isomer or geometry (same formula, charge and spin) (kcal per mole) = 51.5
- molar mass (g/mol) = 70.1
- LUMO level (Eh) = 0.021

Each line ends with the Mulliken charge.
Cartesian coordinates (Å):
O: -0.4296 1.9079 -0.1536  -0.46
N: -0.5325 -1.6660 0.7892  0.03
N: -0.3631 -1.6518 1.8819  -0.07
C: 0.8087 -0.2058 -0.5833  -0.57
C: 0.2668 0.8547 -0.4208  0.39
H: -1.2739 1.5528 -0.3753  0.34
H: 1.5236 -0.7917 -1.1382  0.33


# 11
Formula: C2H2N2O2
Source: the OMol25 dataset
Level of theory: the ωB97M-V functional and the def2-TZVPD basis

## Properties
- SMILES = Oc1conn1
- energy relative to the best compared isomer or geometry (same formula, charge and spin) (kcal per mole) = 100.9
- molar mass (g/mol) = 86.0
- LUMO level (Eh) = 0.006

Each line ends with the Mulliken charge.
Cartesian coordinates (Å):
O: -2.0120 -0.0563 -0.0398  -0.52
O: 1.5560 0.5509 -0.0779  -0.19
N: -0.0187 -1.0391 -0.0110  -0.09
N: 1.1825 -0.9321 0.0577  -0.16
C: 0.2917 0.9928 0.1357  -0.18
C: -0.6916 0.1454 -0.0399  0.49
H: -2.5434 0.8889 0.1914  0.37
H: 0.4437 2.1233 -0.1516  0.28


# 12
Formula: C2H2N2O2S
Source: the OMol25 dataset
Level of theory: the ωB97M-V functional and the def2-TZVPD basis

## Properties
- SMILES = Oc1nc(=S)[nH]o1
- energy relative to the best compared isomer or geometry (same formula, charge and spin) (kcal per mole) = 35.9
- molar mass (g/mol) = 118.1
- LUMO level (Eh) = 0.001

Each line ends with the Mulliken charge.
Cartesian coordinates (Å):
S: -2.8869 -0.5533 -0.0284  -0.35
O: 2.0024 -0.9970 -0.0096  -0.44
O: 0.6893 0.8423 -0.0469  -0.28
N: -0.6784 1.0009 0.1630  -0.03
N: -0.2516 -1.1245 0.1223  -0.41
C: -1.2716 -0.2009 0.1093  0.09
C: 0.8166 -0.4803 0.0563  0.75
H: 2.7538 -0.4014 -0.1796  0.35
H: -1.1736 1.9143 -0.1865  0.32


# 13
Formula: C2H2N2O2S
Source: the OMol25 dataset
Level of theory: the ωB97M-V functional and the def2-TZVPD basis

## Properties
- SMILES = O=[N+]([O-])N=C=CS
- energy relative to the best compared isomer or geometry (same formula, charge and spin) (kcal per mole) = 126.5
- molar mass (g/mol) = 118.1
- LUMO level (Eh) = -0.014

Each line ends with the Mulliken charge.
Cartesian coordinates (Å):
S: -1.6728 -0.4870 0.2032  -0.18
O: 3.3565 -0.6394 0.9879  -0.52
O: 4.0305 0.8001 -0.5373  -0.52
N: 3.2539 0.2717 0.1907  1.08
N: 2.0527 0.9136 0.3191  -0.35
C: -0.2346 0.4368 -0.5397  -0.45
C: 0.9369 0.5337 -0.0135  0.51
H: -0.6166 0.8491 -1.5347  0.28
H: -1.2471 -0.6688 1.4565  0.14


# 14
Formula: C2H2N2O2S2
Source: the OMol25 dataset
Level of theory: the ωB97M-V functional and the def2-TZVPD basis

## Properties
- energy relative to the best compared isomer or geometry (same formula, charge and spin) (kcal per mole) = 126.0
- molar mass (g/mol) = 150.2
- LUMO level (Eh) = -0.005

Each line ends with the Mulliken charge.
Cartesian coordinates (Å):
S: 2.2067 -1.2074 -1.1912  0.15
S: -1.1213 0.8039 0.0616  -0.11
O: -0.2080 -1.0573 1.6798  -0.28
O: 1.8657 -1.4263 0.5330  -0.40
N: 1.3745 0.3745 -1.2527  -0.46
N: -1.1320 0.0513 1.6382  -0.23
C: 0.4279 0.1747 -0.2539  0.25
C: 0.6605 -0.7935 0.6674  0.44
H: 2.1049 1.0985 -0.9516  0.33
H: -2.0980 -0.3192 2.0269  0.28


# 15
Formula: C2H2N2O3
Source: the OMol25 dataset
Level of theory: the ωB97M-V functional and the def2-TZVPD basis

## Properties
- energy relative to the best compared isomer or geometry (same formula, charge and spin) (kcal per mole) = 176.6
- molar mass (g/mol) = 102.0
- LUMO level (alpha / beta) (Eh) = -0.182 / -0.098

Each line ends with the Mulliken charge.
Cartesian coordinates (Å):
O: -1.2519 0.0204 0.9950  -0.41
O: 1.2836 -0.0082 0.5246  -0.29
O: 1.1153 2.0839 -0.2564  -0.45
N: 0.5919 1.0471 0.2225  0.67
N: -0.4940 -3.0379 -1.2909  -0.32
C: 0.0962 -2.0724 -1.1031  0.03
C: -0.7614 0.9728 0.4491  0.05
H: -1.3478 1.7891 0.0876  0.43
H: 0.7683 -0.7948 0.3716  0.30


# 16
Formula: C2H2N2O3
Source: the OMol25 dataset
Level of theory: the ωB97M-V functional and the def2-TZVPD basis

## Properties
- SMILES = O=c1[nH]oc(=O)[nH]1
- energy relative to the best compared isomer or geometry (same formula, charge and spin) (kcal per mole) = 49.4
- molar mass (g/mol) = 102.0
- LUMO level (Eh) = 0.011

Each line ends with the Mulliken charge.
Cartesian coordinates (Å):
O: -2.1233 -0.6127 0.1289  -0.58
O: 0.8403 1.1109 0.0721  -0.28
O: 2.2690 -0.5540 0.0979  -0.41
N: -0.0034 -0.8341 -0.1041  -0.13
N: -0.5604 1.1987 -0.2319  -0.19
C: 1.1912 -0.2687 -0.1214  0.49
C: -1.0564 -0.0720 -0.0318  0.43
H: 0.1357 -1.9824 -0.2923  0.34
H: -0.6928 2.0142 0.4826  0.33


# 17
Formula: C2H2N2O3S
Source: the OMol25 dataset
Level of theory: the ωB97M-V functional and the def2-TZVPD basis

## Properties
- SMILES = O=C(S)[N+](=O)[O-].C#N
- energy relative to the best compared isomer or geometry (same formula, charge and spin) (kcal per mole) = 114.2
- molar mass (g/mol) = 134.1
- LUMO level (Eh) = -0.016

Each line ends with the Mulliken charge.
Cartesian coordinates (Å):
S: 2.2428 0.5650 0.7618  -0.12
O: 0.1961 0.4278 -1.0479  -0.33
O: 1.3133 -2.2104 -1.4474  -0.53
O: 2.3114 -1.7666 0.4952  -0.53
N: 1.5985 -1.5288 -0.4838  0.92
N: -0.7763 -1.0003 0.9725  -0.35
C: -1.8900 -0.7526 1.1210  0.04
C: 1.0972 0.0372 -0.4388  0.48
H: 1.8303 1.7064 1.0386  0.12
H: -2.9289 -0.5104 1.1295  0.31


# 18
Formula: C2H2N2O3S
Source: the OMol25 dataset
Level of theory: the ωB97M-V functional and the def2-TZVPD basis

## Properties
- energy relative to the best compared isomer or geometry (same formula, charge and spin) (kcal per mole) = 72.5
- molar mass (g/mol) = 134.1
- LUMO level (Eh) = -0.058

Each line ends with the Mulliken charge.
Cartesian coordinates (Å):
S: -2.0521 1.1327 0.8415  0.75
O: -1.0329 0.6977 1.7674  -0.37
O: 1.0986 0.3470 -2.1341  -0.55
O: -2.5479 0.0739 0.0149  -0.37
N: 1.5732 0.0329 0.7032  0.59
N: 2.3835 0.6638 1.1751  -0.58
C: 0.3948 -0.3141 -1.3552  0.25
C: 0.6196 -0.5414 0.0495  -0.35
H: -0.6875 -0.6488 -1.4703  0.25
H: 0.2507 -1.4437 0.4079  0.38


# 19
Formula: C2H2N2O4
Source: the OMol25 dataset
Level of theory: the ωB97M-V functional and the def2-TZVPD basis

## Properties
- SMILES = O=c1[nH]oc(=O)n1O
- energy relative to the best compared isomer or geometry (same formula, charge and spin) (kcal per mole) = 49.5
- molar mass (g/mol) = 118.0
- LUMO level (Eh) = 0.005

Each line ends with the Mulliken charge.
Cartesian coordinates (Å):
O: -1.4738 -1.1123 1.4131  -0.51
O: 1.5848 0.6997 -1.5452  -0.43
O: -0.9136 -1.1345 -1.4372  -0.35
O: 0.0695 0.6287 1.4577  -0.21
N: -0.4888 -0.1142 -0.5406  0.20
N: 1.0422 1.1765 0.6026  -0.15
C: -0.7540 -0.2997 0.8263  0.52
C: 0.8251 0.4989 -0.6813  0.27
H: -0.4337 -1.9420 -1.4010  0.34
H: 1.9989 0.6587 0.9892  0.32


# 20
Formula: C2H2N2O4
Source: the OMol25 dataset
Level of theory: the ωB97M-V functional and the def2-TZVPD basis

## Properties
- SMILES = O/N=c1/onc(O)o1
- energy relative to the best compared isomer or geometry (same formula, charge and spin) (kcal per mole) = 76.6
- molar mass (g/mol) = 118.0
- LUMO level (Eh) = 0.004

Each line ends with the Mulliken charge.
Cartesian coordinates (Å):
O: -0.1939 0.2535 0.6188  -0.31
O: -1.7890 -1.0970 1.6749  -0.44
O: 0.0138 -1.0984 -1.1437  -0.12
O: 1.7766 1.9303 -1.2111  -0.36
N: -1.0138 -1.6033 -0.4551  -0.32
N: 1.2818 0.6849 -1.3358  -0.32
C: 0.4493 0.0715 -0.6258  0.63
C: -1.0590 -0.8612 0.6069  0.58
H: 2.3023 2.0474 -0.3843  0.32
H: -1.7682 -0.3278 2.2552  0.35